--- A ---
DFT (ωB97M-V/def2-TZVPD) results for 4 unconnected molecules or ions with the total composition C4H14NO3.

Structure (XYZ):
```
22
Properties=species:S:1:pos:R:3:lowdin_charge:R:1
O 2.414 -1.419 -0.173 -0.255
O -2.929 1.017 -1.433 -0.361
O 3.695 0.677 0.068 -0.408
N -0.240 1.344 0.127 -0.042
C 1.196 1.552 -0.032 -0.114
C -2.625 -1.540 0.193 -0.119
C -0.722 0.018 -0.067 -0.189
C -1.717 -0.537 0.971 -0.221
H -1.118 -1.017 1.752 0.110
H -1.479 0.362 -0.880 0.079
H -3.111 -0.870 -0.525 0.022
H 1.641 0.748 -0.629 0.048
H -2.369 0.265 1.308 0.099
H -0.812 2.054 -0.303 0.104
H 1.374 2.429 -0.651 0.085
H 3.057 -0.508 -0.077 -0.055
H 1.793 1.359 0.857 0.073
H 2.508 -1.590 -1.116 -0.020
H 0.103 -0.668 -0.252 0.115
H -1.987 -2.168 -0.433 0.070
H 4.587 0.572 0.408 -0.080
H -3.260 -2.082 0.888 0.060
```

Summary:
Spin multiplicity: 1
HOMO (eV): -4.5
Total charge: -1

=====

--- B ---
DFT (ωB97M-V/def2-TZVPD) results for 3 unconnected molecules or ions with the total composition C4H14NO3.

Structure (XYZ):
```
22
Properties=species:S:1:pos:R:3:lowdin_charge:R:1
O 0.822 1.949 0.991 -0.349
O -0.214 4.065 2.280 -0.136
O -3.779 -1.902 -0.865 -0.065
N 0.286 -0.430 0.015 -0.100
C 0.698 2.024 -0.344 -0.472
C 1.028 -1.576 -0.489 -0.320
C 0.826 -2.694 0.556 -0.137
C 0.105 0.658 -0.933 -0.244
H 0.687 0.066 0.829 0.085
H 0.570 0.615 -1.917 0.084
H 0.984 -3.679 0.093 0.055
H -0.990 0.745 -1.037 0.083
H -3.732 -1.512 -1.745 0.034
H 1.661 2.254 -0.871 0.071
H -0.445 3.138 2.380 0.000
H 2.132 -1.566 -0.659 0.103
H 1.497 -2.517 1.418 0.063
H -0.128 -2.644 1.090 0.054
H 0.607 -1.934 -1.429 0.090
H 0.410 3.822 1.567 -0.002
H 0.034 2.889 -0.669 0.085
H -3.059 -1.771 -0.259 0.020
```

Summary:
Spin multiplicity: 1
HOMO (eV): -3.3
Total charge: -1

=====

Decreasing stability: B, A

=====

--- A ---
DFT (ωB97M-V/def2-TZVPD) results for a molecular structure, C4H14NO3.

Structure (XYZ):
```
22
Properties=species:S:1:pos:R:3:lowdin_charge:R:1
O 1.515 0.705 0.534 -0.243
O 0.999 -1.600 1.054 -0.154
O 3.176 -2.511 1.892 -0.182
N 0.002 -0.307 -1.732 -0.023
C -1.092 0.205 -0.699 -0.428
C -2.384 0.247 -1.608 -0.113
C -0.666 1.574 -0.214 -0.204
C 0.377 1.327 0.849 -0.474
H 0.152 -1.374 -1.531 0.083
H -2.484 -0.723 -2.091 0.051
H 0.890 0.106 -1.355 0.040
H -2.256 0.986 -2.436 0.071
H -1.687 2.064 0.095 0.129
H 2.344 -2.358 1.346 -0.034
H -1.121 -0.649 0.161 0.158
H -0.474 2.223 -1.040 0.093
H 0.414 -1.788 1.695 -0.048
H -0.076 1.010 1.745 0.072
H 3.505 -1.560 1.969 0.044
H 1.286 -0.526 0.866 -0.007
H -3.107 0.573 -0.844 0.055
H 0.687 2.378 1.344 0.114
```

Summary:
Spin multiplicity: 1
HOMO (eV): -4.2
Total charge: -1

=====

--- B ---
DFT (ωB97M-V/def2-TZVPD) results for 3 unconnected molecules or ions with the total composition C4H14NO3.

Structure (XYZ):
```
22
Properties=species:S:1:pos:R:3:lowdin_charge:R:1
O 0.175 -1.225 0.139 -0.363
O 0.382 -2.272 2.460 -0.171
O 0.837 -1.500 -2.478 -0.134
N 1.485 1.503 -0.005 -0.010
C 0.267 2.049 -0.710 -0.303
C -1.086 1.950 -0.063 -0.227
C -1.283 0.629 0.716 -0.209
C -1.046 -0.595 -0.130 -0.392
H 0.656 3.075 -0.861 0.090
H 1.776 -1.679 -2.447 0.002
H -2.321 0.752 1.076 0.096
H 0.634 -1.343 -1.501 -0.013
H 1.313 0.494 0.040 0.028
H -1.875 2.053 -0.799 0.097
H 0.337 1.644 -1.717 0.095
H 1.520 1.885 0.937 0.046
H -1.067 -0.365 -1.232 0.100
H 0.503 -1.363 2.679 -0.038
H 0.265 -2.117 1.431 0.010
H -1.146 2.801 0.643 0.099
H -0.724 0.563 1.654 0.098
H -1.843 -1.364 -0.074 0.100
```

Summary:
Spin multiplicity: 1
HOMO (eV): -4.2
Total charge: -1

=====

--- C ---
DFT (ωB97M-V/def2-TZVPD) results for a molecular structure, C4H14NO3.

Structure (XYZ):
```
22
Properties=species:S:1:pos:R:3:lowdin_charge:R:1
O -1.925 -0.976 1.515 -0.252
O -1.005 1.210 1.035 -0.304
O -0.458 -2.971 2.383 -0.154
N 0.981 0.417 -1.378 -0.297
C -0.229 -0.360 -1.716 -0.088
C 0.745 1.630 -0.569 -0.195
C 0.407 1.156 0.861 -0.327
C 1.894 0.583 -2.492 -0.156
H 1.503 0.888 -3.480 0.066
H 0.795 1.775 1.642 0.072
H -2.774 -1.072 1.093 -0.013
H -1.013 -2.156 2.173 -0.028
H -0.064 2.255 -1.061 0.123
H -0.179 -3.249 1.502 -0.001
H 0.719 0.096 1.015 0.113
H 2.709 1.210 -2.139 0.062
H 2.495 -0.317 -2.775 0.071
H 1.635 2.262 -0.592 0.088
H -0.850 0.176 -2.457 0.080
H -1.379 0.075 1.436 -0.009
H -0.826 -0.486 -0.793 0.064
H 0.185 -1.366 -1.895 0.083
```

Summary:
Spin multiplicity: 1
HOMO (eV): -3.9
Total charge: -1

=====

Decreasing stability: B, C, A

=====

--- A ---
DFT (ωB97M-V/def2-TZVPD) results for a gas-phase ion, C7H14N (charge +1).

Structure (XYZ):
```
22
Properties=species:S:1:pos:R:3:lowdin_charge:R:1
N -0.625 -0.350 -0.535 -0.158
C -0.815 -1.533 0.266 -0.017
C 0.426 0.514 0.099 -0.335
C 0.003 1.255 1.400 0.016
C 1.400 1.093 -0.927 -0.068
C -1.889 0.344 -0.827 0.031
C 1.917 -0.077 -0.257 -0.191
C 2.831 -0.993 -0.081 0.092
H 3.745 -0.955 -0.741 0.110
H -1.637 1.343 -1.045 0.099
H -1.667 -2.248 0.044 0.134
H -0.119 0.546 2.175 0.053
H 1.058 1.123 -2.011 0.138
H -2.536 0.229 -0.021 0.088
H -0.248 -0.646 -1.383 0.147
H -1.199 -1.264 1.290 0.127
H 0.801 1.940 1.833 0.123
H 2.717 -1.752 0.621 0.049
H 0.093 -2.176 0.238 0.120
H -2.368 -0.219 -1.671 0.143
H 1.977 2.109 -0.702 0.176
H -0.960 1.788 0.977 0.121
```

Summary:
SMILES: C=C1C[C@@]1(C)[NH+](C)C
Spin multiplicity: 1
HOMO (eV): -14.0
Total charge: +1

=====

--- B ---
DFT (ωB97M-V/def2-TZVPD) results for 2 unconnected molecules or ions with the total composition C7H14N.

Structure (XYZ):
```
22
Properties=species:S:1:pos:R:3:lowdin_charge:R:1
N 3.888 0.331 0.338 0.030
C 0.215 -0.703 -0.284 -0.260
C -0.586 0.564 -0.544 -0.168
C -2.895 -0.264 0.218 0.053
C 0.748 0.577 0.289 -0.029
C 0.867 -1.286 -1.528 -0.033
C -2.056 -0.007 1.394 0.181
C -1.777 0.889 0.347 -0.145
H 4.290 1.244 0.173 0.019
H -0.618 0.982 -1.542 0.157
H 3.114 0.367 0.980 -0.020
H -3.851 0.255 0.219 0.129
H -2.133 1.871 0.063 0.164
H 1.347 1.269 -0.289 0.123
H 0.212 -1.232 -2.393 0.085
H 1.744 -0.699 -1.792 0.082
H 1.294 -2.266 -1.341 0.087
H -0.323 -1.356 0.384 0.128
H 4.618 -0.262 0.708 0.019
H 0.591 0.748 1.339 0.114
H -2.447 0.132 2.403 0.145
H -2.821 -1.128 -0.430 0.139
```

Summary:
Spin multiplicity: 1
HOMO (eV): -12.7
Total charge: +1

=====

Decreasing stability: A, B

=====

--- A ---
DFT (ωB97M-V/def2-TZVPD) results for 2 unconnected molecules or ions with the total composition C7H14N.

Structure (XYZ):
```
22
Properties=species:S:1:pos:R:3:lowdin_charge:R:1
N 1.075 4.556 0.684 0.023
C 1.599 -0.871 -0.204 0.180
C -1.020 -0.810 -0.204 -0.076
C -1.062 -2.115 -0.515 -0.109
C 1.205 -0.945 1.146 -0.073
C 0.166 1.258 0.487 0.170
C 0.047 -0.094 0.496 -0.306
C -2.125 -2.643 -1.433 -0.060
H -1.813 -0.190 -0.613 0.133
H -0.425 -2.796 0.046 0.120
H 0.856 -1.768 1.752 0.142
H -3.025 -2.851 -0.853 0.098
H 0.908 3.632 0.305 -0.052
H 0.228 5.084 0.497 0.022
H 2.176 -0.049 -0.614 0.130
H 0.902 1.654 1.169 0.090
H 1.130 4.410 1.688 0.016
H 1.808 -0.213 1.686 0.140
H 1.612 -1.653 -0.951 0.130
H -1.775 -3.507 -1.990 0.085
H -2.357 -1.876 -2.163 0.082
H -0.109 1.787 -0.416 0.115
```

Summary:
Spin multiplicity: 1
HOMO (eV): -13.1
Total charge: +1

=====

--- B ---
DFT (ωB97M-V/def2-TZVPD) results for a gas-phase ion, C7H14N (charge +1).

Structure (XYZ):
```
22
Properties=species:S:1:pos:R:3:lowdin_charge:R:1
N -2.264 -0.747 0.613 0.030
C 1.482 0.779 -1.655 0.016
C 0.727 -0.140 1.959 0.011
C -0.862 0.829 -0.809 -0.110
C 0.965 -0.408 0.461 -0.281
C 1.435 -1.599 0.079 0.164
C 0.528 0.480 -0.573 -0.093
C -1.924 0.620 0.279 -0.262
H -0.924 1.828 -1.265 0.157
H -2.810 1.178 -0.019 0.126
H 1.138 -0.985 2.488 0.092
H 1.313 0.745 2.182 0.098
H 2.323 0.092 -1.633 0.100
H 1.006 0.719 -2.641 0.121
H 1.617 -1.803 -0.969 0.094
H 1.808 1.812 -1.519 0.137
H -2.804 -1.173 -0.130 0.085
H -1.093 0.263 -1.732 0.174
H -1.564 1.156 1.161 0.106
H 1.632 -2.427 0.739 0.104
H -0.303 0.089 2.208 0.071
H -1.427 -1.307 0.776 0.060
```

Summary:
Spin multiplicity: 1
HOMO (eV): -13.3
Total charge: +1

=====

--- C ---
DFT (ωB97M-V/def2-TZVPD) results for a molecular structure, C7H14N.

Structure (XYZ):
```
22
Properties=species:S:1:pos:R:3:lowdin_charge:R:1
N 2.267 -0.846 -0.041 0.099
C -2.067 0.288 -0.705 0.023
C 0.316 0.727 0.426 -0.137
C -1.071 0.171 1.705 0.144
C 0.681 1.713 -0.593 0.032
C 0.206 0.709 1.810 0.057
C -0.652 -1.644 0.122 -0.029
C -0.922 -0.180 0.261 -0.487
H 0.827 0.963 -1.412 0.132
H -2.386 1.311 -0.492 0.101
H 0.803 1.096 2.586 0.121
H -0.040 -1.788 1.009 0.088
H -1.597 0.456 -1.633 0.069
H -1.603 -2.141 0.259 0.098
H 1.408 2.243 -0.188 0.050
H 2.286 -0.723 -1.015 0.026
H -2.717 -0.526 -0.739 0.072
H -0.214 -1.887 -0.853 0.105
H 2.579 -1.810 0.027 0.068
H 2.940 -0.251 0.445 0.071
H -1.923 0.141 2.398 0.161
H -0.123 2.425 -0.809 0.135
```

Summary:
Spin multiplicity: 1
HOMO (eV): -14.5
Total charge: +1

=====

Decreasing stability: B, C, A